Entry 1:
Entry from OMol25: C27H18BrCoN10O4P as an isolated structure in a non-equilibrium geometry (ωB97M-V/def2-TZVPD).

Structure (XYZ):
```
62
Properties=species:S:1:pos:R:3:lowdin_spin:R:1
Co 0.07399 1.31751 -0.24062 0.943
N -0.94636 4.44730 0.69761 -0.001
C -1.63490 3.37398 1.24370 0.003
N -2.68788 3.51297 2.03227 0.001
N -2.99211 2.24782 2.39331 0.001
N -2.17023 1.41525 1.84579 0.002
N -1.27507 2.10585 1.10798 0.036
C -0.08625 4.33728 -0.38074 0.000
N 0.32307 5.37367 -1.09207 0.000
N 1.16248 4.83330 -2.00504 0.000
N 1.24634 3.55782 -1.84305 0.003
N 0.47256 3.20527 -0.79338 0.005
H -1.39841 5.33974 0.79289 0.000
Br 0.83542 2.09567 3.39610 0.000
C 1.84435 2.39911 1.81647 0.002
C 2.60318 3.55028 1.78180 0.001
C 3.48638 3.70078 0.72846 0.001
C 3.67048 2.63679 -0.12951 0.001
C 2.86995 1.51366 -0.01647 0.003
N 1.84405 1.44927 0.87716 0.000
C 3.27503 0.28576 -0.86151 0.003
O 4.28475 0.44706 -1.55781 -0.001
O 2.55964 -0.73866 -0.77098 0.010
H 2.49523 4.29354 2.55730 0.000
H 4.04204 4.62234 0.60798 0.000
H 4.41904 2.64019 -0.90633 0.000
O -3.23151 1.08942 -2.52310 0.003
C -2.40110 0.64083 -1.74208 0.001
O -1.19633 1.07085 -1.64714 -0.003
C -2.80461 -0.54824 -0.86761 -0.001
C -4.15441 -0.88528 -0.87923 0.000
C -4.63113 -1.97283 -0.16850 -0.001
C -3.74012 -2.74191 0.56590 0.000
C -2.39511 -2.40943 0.58688 -0.001
C -1.89675 -1.31027 -0.11791 -0.002
P -0.04986 -0.93699 -0.17750 -0.010
C 0.46773 -1.86998 1.29571 -0.003
C 1.34813 -2.94326 1.31069 -0.001
C 1.69774 -3.53730 2.51620 0.000
C 1.18791 -3.04707 3.71109 -0.001
C 0.32257 -1.95960 3.69905 0.000
C -0.03991 -1.37330 2.49583 -0.001
C 0.22901 -1.85916 -1.73499 0.002
C -0.02362 -3.22226 -1.83939 0.000
C 0.15150 -3.87961 -3.04939 0.000
C 0.56548 -3.17401 -4.16992 0.000
C 0.81693 -1.81146 -4.07033 0.000
C 0.66102 -1.15863 -2.85759 0.002
H -4.81176 -0.26091 -1.46924 0.000
H -5.68624 -2.22133 -0.18576 0.000
H -4.09147 -3.59981 1.12905 0.000
H -1.72545 -3.02004 1.17952 0.000
H 1.77563 -3.29499 0.38005 0.000
H 2.38578 -4.37469 2.52457 0.000
H 1.47065 -3.50814 4.65068 0.000
H -0.06377 -1.55721 4.62779 0.000
H -0.73353 -0.53591 2.47752 0.000
H -0.37142 -3.77444 -0.97405 0.000
H -0.04982 -4.94247 -3.11954 0.000
H 0.69180 -3.68350 -5.11815 0.000
H 1.14127 -1.25133 -4.93845 0.000
H 0.86798 -0.09927 -2.78199 0.003
```

Values from the calculation:
Charge = -2
Spin multiplicity = 2
HOMO (alpha / beta) = -0.0965 / -0.0960 Eh
Orbital gap (alpha / beta) = 7.0 / 7.0 eV

Entry 2:
Entry from OMol25: C31H29BrCrN9O3 as an isolated structure in a non-equilibrium geometry (ωB97M-V/def2-TZVPD).

Structure (XYZ):
```
74
Properties=species:S:1:pos:R:3:lowdin_spin:R:1
Cr 0.13659 -0.06975 0.02792 2.907
C -6.49344 -0.29028 -1.88505 0.000
C -6.17425 1.18379 -1.88718 0.000
C -7.15293 2.13162 -2.16396 0.000
C -6.87043 3.49188 -2.16626 0.000
C -5.57344 3.91674 -1.92494 0.000
C -4.57444 2.98766 -1.66682 0.000
C -4.87648 1.62854 -1.61568 0.000
N -3.89527 0.63618 -1.35419 0.003
C -2.73766 0.74553 -0.63642 0.006
N -2.72209 1.70285 0.30475 0.005
C -1.59730 2.30312 0.92878 0.004
C -0.31309 1.78051 0.80110 -0.063
C 0.72823 2.59831 1.25380 0.006
C 0.50422 3.79439 1.91451 -0.003
C -0.80016 4.21510 2.13425 0.014
C -1.86719 3.49433 1.62180 -0.003
C -3.28122 4.00911 1.78458 -0.002
N -1.74739 -0.07703 -0.83119 -0.007
C -1.97823 -1.16813 -1.73653 0.004
C -1.38608 -1.13853 -2.99842 0.001
C -1.49472 -2.22398 -3.85660 0.000
C -2.20514 -3.34754 -3.45250 0.001
C -2.83145 -3.35661 -2.21255 0.000
C -2.75024 -2.27214 -1.33604 0.001
C -3.47239 -2.30876 -0.01045 0.001
H -7.54937 -0.45007 -2.09919 0.000
H -6.26784 -0.74422 -0.91571 0.000
H -5.91759 -0.83195 -2.64450 0.000
H -8.16165 1.79280 -2.38031 0.000
H -7.65613 4.21083 -2.37152 0.000
H -5.32699 4.97209 -1.95628 0.000
H -3.54978 3.31975 -1.55030 0.000
H -3.94094 -0.18360 -1.93528 0.000
H -3.58865 2.19274 0.41853 0.000
H 1.75771 2.30502 1.07435 0.000
H 1.34089 4.39119 2.26604 -0.001
H -0.99677 5.13208 2.68180 0.001
H -3.28584 4.88437 2.43326 0.000
H -3.94285 3.26161 2.23958 0.000
H -3.71688 4.31275 0.82611 0.000
H -0.83949 -0.25509 -3.29159 0.000
H -1.03271 -2.18416 -4.83704 0.000
H -2.28378 -4.21059 -4.10530 0.000
H -3.40616 -4.22728 -1.90865 0.000
H -4.03244 -3.23929 0.08654 0.000
H -4.17193 -1.47538 0.08992 0.000
H -2.78288 -2.24711 0.83063 0.000
N 0.93260 -2.04790 -0.68697 0.002
N 0.62572 -3.02441 0.26740 0.002
C -0.35359 -2.67179 1.21607 0.007
O -0.89790 -3.54667 1.87309 0.005
O -0.51628 -1.39308 1.27770 0.038
H 0.45990 -2.23376 -1.55943 0.002
H 1.92651 -2.05737 -0.85494 0.001
H 0.60235 -3.98174 -0.02359 0.000
Br 1.06658 -0.04035 3.58762 0.003
C 2.37274 -0.14036 2.23937 0.006
C 3.68512 -0.15103 2.69291 -0.001
C 4.71514 -0.27992 1.78812 0.005
C 4.39987 -0.43465 0.45266 -0.001
C 3.07779 -0.41463 0.08438 0.005
N 2.04861 -0.23585 0.93455 -0.007
H 3.86842 -0.06317 3.75376 0.000
H 5.74473 -0.27432 2.12321 0.000
H 5.16578 -0.56212 -0.30144 0.000
H 2.80938 -0.53108 -0.95094 0.000
O 0.83408 0.82896 -1.45719 0.011
N 1.88348 1.51099 -1.68883 -0.003
C 1.92760 1.97711 -2.87947 0.024
C 0.87368 1.74770 -3.84347 0.004
N 0.02028 1.54130 -4.58301 0.010
C 3.08649 2.74629 -3.25977 0.003
N 3.99781 3.35144 -3.60735 0.011
```

Values from the calculation:
Spin multiplicity = 4
HOMO (alpha / beta) = -0.2963 / -0.2993 Eh
Orbital gap (alpha / beta) = 7.8 / 7.7 eV

Entry 3:
Entry from OMol25: one molecule with the formula C5H10O2 (ωB97M-V/def2-TZVPD).

Structure (XYZ):
```
17
Properties=species:S:1:pos:R:3:nbo_charge:R:1
C -2.36197 -0.54604 -0.27078 -0.606
C -1.16741 0.38260 -0.45048 -0.407
C 0.11946 -0.16475 0.14420 0.099
O 0.42804 -1.43932 -0.38346 -0.726
C 1.29070 0.78767 -0.09127 -0.540
C 2.52029 0.39502 0.68114 0.458
O 2.63018 -0.64571 1.29314 -0.545
H -3.27619 -0.08480 -0.65926 0.209
H -2.19827 -1.49096 -0.79556 0.222
H -2.52445 -0.77236 0.78975 0.201
H -1.01514 0.60482 -1.51504 0.200
H -1.35471 1.34147 0.05058 0.200
H -0.02275 -0.29132 1.22959 0.164
H 0.98299 -1.80842 0.31593 0.487
H 1.03257 1.82691 0.15411 0.229
H 1.55949 0.78121 -1.15837 0.244
H 3.35719 1.12397 0.66577 0.113
```

Values from the calculation:
HOMO = -0.3658 Eh
Orbital gap = 10.9 eV

Entry 4:
Entry from OMol25: C26H33N7O3PtS2 as an isolated structure (ωB97M-V/def2-TZVPD).

Structure (XYZ):
```
72
Properties=species:S:1:pos:R:3:lowdin_spin:R:1
Pt 0.71534 0.73632 -0.53707 1.403
C 1.87769 0.10876 5.68167 0.000
C 1.21448 -1.03778 4.93180 0.001
N 1.75229 -1.19309 3.57660 0.007
C 2.84386 -2.15070 3.42515 0.007
C 2.34992 -3.54819 3.07211 0.001
C 1.25150 -0.47133 2.55098 0.017
S 1.93212 -0.73572 0.98421 0.115
N 0.33321 0.43068 2.90545 0.010
C -0.61122 0.94855 2.13897 0.013
O -0.96633 0.59015 0.98282 0.062
C -1.41061 2.05016 2.76573 0.003
C -1.40888 2.26043 4.14032 0.002
C -2.16039 3.28954 4.68936 0.000
C -2.90836 4.12265 3.86707 0.002
C -2.90442 3.92268 2.49261 0.000
C -2.16513 2.88466 1.94586 0.002
H 1.49261 0.17535 6.70149 0.000
H 1.67716 1.04766 5.16555 0.000
H 2.95956 -0.03440 5.73354 0.000
H 0.14194 -0.87789 4.86956 0.000
H 1.38077 -1.98368 5.44996 0.000
H 3.38147 -2.16998 4.37439 0.000
H 3.53244 -1.78800 2.66582 0.004
H 1.67979 -3.93060 3.84518 0.000
H 3.19077 -4.23813 2.97501 0.000
H 1.81105 -3.52099 2.12490 0.001
H -0.80950 1.61633 4.77114 0.000
H -2.15867 3.44332 5.76145 0.000
H -3.49038 4.92831 4.29793 0.000
H -3.47601 4.57642 1.84542 0.000
H -2.15298 2.71589 0.87676 0.000
S -0.74169 3.65713 -4.10491 0.005
C 0.26179 2.85251 -2.95466 0.002
N -0.34461 2.11379 -2.09390 0.054
C -1.72758 2.14190 -2.28610 0.002
C -2.67808 1.47653 -1.51099 0.000
C -4.01005 1.61887 -1.84381 0.000
C -4.40761 2.40879 -2.93123 0.000
C -3.47773 3.08023 -3.69779 0.000
C -2.13306 2.93997 -3.36190 0.002
H 1.33826 2.96580 -2.97990 0.000
H -2.35992 0.89663 -0.65242 0.000
H -4.76091 1.11480 -1.24806 0.000
H -5.46012 2.50368 -3.16768 0.000
H -3.78482 3.70072 -4.53026 0.000
O 1.77640 2.67188 0.20634 0.071
N 2.72268 2.67054 -0.59140 0.009
O 2.67380 1.72029 -1.42323 0.097
C 2.26597 -2.06106 -5.08804 0.000
C 2.91395 -1.21218 -4.01522 0.000
N 1.86651 -0.68265 -3.16393 0.002
C 0.81490 -1.44058 -2.73088 0.012
N 0.06193 -0.98758 -1.76940 0.079
C -1.05046 -1.78800 -1.27948 0.005
C -0.78880 -3.26881 -1.46804 0.002
C -0.47911 -3.50993 -2.92996 0.000
N 0.59231 -2.62520 -3.37301 0.003
C 1.46995 -3.15601 -4.41091 0.001
H 3.01614 -2.50288 -5.74410 0.000
H 1.60329 -1.43573 -5.69017 0.000
H 3.45287 -0.37109 -4.44679 0.000
H 3.63535 -1.81288 -3.44815 0.000
H 2.10976 0.08757 -2.55660 0.001
H -1.97496 -1.50439 -1.79670 0.000
H -1.18478 -1.55185 -0.22359 0.001
H -1.64954 -3.86274 -1.15924 0.000
H 0.07113 -3.55986 -0.85861 0.000
H -1.37485 -3.34544 -3.53793 0.000
H -0.15196 -4.53742 -3.09510 0.000
H 0.84633 -3.67757 -5.13819 0.000
H 2.15227 -3.89511 -3.97579 0.000
```

Values from the calculation:
Spin multiplicity = 3
HOMO (alpha / beta) = -0.2310 / -0.2846 Eh
Orbital gap (alpha / beta) = 6.8 / 8.1 eV

One value per record, in order, for electronic energy: -6186.502199, -5535.754528, -346.980757, -2535.230628 a.u..